Entry 1:
Here is one molecule with the formula C5H8N2O at a distorted geometry from OMol25. Energies are from ωB97M-V/def2-TZVPD.

Each line ends with the Löwdin charge.
Cartesian coordinates (Å):
O (0.15, 2.75, -0.02)  -0.0071
C (-0.33, 1.59, 0.02)  -0.4123
C (-0.87, 1.01, 1.29)  -0.0174
C (-0.39, -0.18, 1.52)  -0.0955
C (0.50, -1.21, 0.68)  -0.1645
C (0.61, -0.91, -0.73)  -0.2932
N (-0.59, -0.27, -1.27)  -0.0345
N (-0.21, 1.02, -1.25)  -0.0527
H (-1.70, 1.55, 1.81)  0.1339
H (-0.46, -0.83, 2.44)  0.1134
H (1.29, -1.40, 1.42)  0.1193
H (-0.37, -2.02, 0.65)  0.1581
H (0.89, -1.92, -1.16)  0.1272
H (1.46, -0.36, -1.15)  0.1191
H (-0.37, -0.27, -2.30)  0.1450
H (0.38, 1.44, -1.96)  0.1615

Computed properties:
SMILES   O=C1C=CCCNN1
Maximum force   6.3 eV Å⁻¹
LUMO level   0.68 eV
HOMO energy   -8.88 eV
Spin multiplicity   1
Total energy   -10338.1764 eV
Net charge   0
Energy above the lowest of the compared OMol25 structures with the same formula, charge and spin   104.9 kcal/mol
Orbital gap   9.57 eV



Entry 2:
Here is one molecule with the formula C5H8N2O at a distorted geometry from OMol25. Energies are from ωB97M-V/def2-TZVPD.

Each line ends with the Löwdin charge.
Cartesian coordinates (Å):
H (1.59, -0.01, 1.91)  0.0461
N (1.62, -0.96, 1.55)  0.1217
C (0.83, -1.23, 0.62)  -0.1812
C (-0.17, -0.33, -0.09)  -0.4706
C (-1.58, -0.68, 0.39)  -0.0058
C (0.19, 1.17, -0.03)  -0.0830
C (0.64, 1.39, -1.45)  -0.1171
N (0.49, 0.37, -2.19)  0.0543
O (-0.07, -0.65, -1.51)  -0.0884
H (0.85, -2.24, 0.22)  0.1206
H (-1.59, -0.74, 1.48)  0.0931
H (-1.87, -1.65, -0.03)  0.0917
H (-2.30, 0.08, 0.06)  0.0893
H (0.99, 1.38, 0.68)  0.1006
H (-0.67, 1.80, 0.22)  0.1201
H (1.06, 2.29, -1.83)  0.1084

Computed properties:
SMILES   [H]/N=C\[C@@]1(C)CC=NO1
Maximum force   1.4 eV Å⁻¹
LUMO level   0.82 eV
HOMO energy   -9.52 eV
Spin multiplicity   1
Total energy   -10340.1675 eV
Net charge   0
Energy above the lowest of the compared OMol25 structures with the same formula, charge and spin   59.0 kcal/mol
Orbital gap   10.34 eV



Entry 3:
Here is one molecule with the formula C5H8N2O at a distorted geometry from OMol25. Energies are from ωB97M-V/def2-TZVPD.

Each line ends with the Löwdin charge.
Cartesian coordinates (Å):
H (-3.09, -0.10, 2.40)  0.0283
N (-2.42, -0.81, 2.67)  0.0789
C (-1.39, -0.74, 1.92)  -0.2572
N (-1.18, 0.27, 0.94)  0.0950
C (-0.23, 0.20, -0.06)  -0.3872
C (0.77, -0.67, -0.20)  -0.0668
C (1.66, -0.20, -1.26)  -0.1762
C (1.05, 1.18, -1.59)  -0.1187
O (-0.26, 1.17, -1.00)  -0.0143
H (-0.71, -1.56, 2.04)  0.1067
H (-2.02, 0.83, 0.75)  0.1593
H (0.94, -1.63, 0.23)  0.0981
H (1.62, -0.99, -2.01)  0.1097
H (2.66, -0.10, -0.96)  0.0876
H (0.92, 1.20, -2.71)  0.1347
H (1.68, 1.96, -1.17)  0.1222

Computed properties:
SMILES   [H]/N=C\NC1=CCCO1
Maximum force   2.4 eV Å⁻¹
LUMO level   0.93 eV
HOMO energy   -7.90 eV
Spin multiplicity   1
Total energy   -10340.8601 eV
Net charge   0
Energy above the lowest of the compared OMol25 structures with the same formula, charge and spin   43.0 kcal/mol
Orbital gap   8.82 eV



Q: Which of these has the lowest maximum force?
A: number 2